No. 1
{
  "formula": "C31H26MnN2O13S2",
  "method": "wB97M-V/def2-TZVPD",
  "orbital_gap_ev": [5.57, 6.85],
  "charge": -2,
  "max_force_ev_per_a": 3.52,
  "spin_multiplicity": 6,
  "s2": 8.7530,
  "de_lowest_kcal_mol": 0.0,
  "elements": ["Mn", "O", "C", "O", "C", "C", "C", "C", "C", "N", "C", "O", "O", "H", "H", "H", "O", "S", "C", "C", "C", "C", "S", "O", "C", "C", "C", "C", "C", "C", "C", "C", "C", "C", "C", "C", "H", "H", "H", "H", "H", "H", "H", "H", "H", "H", "H", "H", "H", "H", "H", "H", "H", "H", "O", "N", "O", "O", "O", "C", "O", "C", "C", "C", "C", "O", "C", "O", "C", "C", "H", "H", "H", "H", "H"],
  "xyz": [[0.678229, 0.320370, -0.681929], [4.223713, 0.181548, -2.795847], [3.093052, -0.044634, -2.345568], [2.686888, 0.479483, -1.227701], [2.098289, -0.969272, -2.957419], [2.308194, -1.679112, -4.130112], [1.348823, -2.568571, -4.552300], [0.172200, -2.689801, -3.801468], [-0.005597, -1.866598, -2.692504], [0.963303, -1.041880, -2.304477], [-1.238927, -1.882914, -1.774057], [-2.301751, -2.435929, -2.092598], [-0.943301, -1.322281, -0.682970], [3.255529, -1.521970, -4.669700], [1.443500, -3.171272, -5.418693], [-0.558487, -3.425373, -4.074555], [0.256172, 0.019697, 1.454034], [-0.522054, 0.713763, 2.550764], [-0.497607, -0.555465, 3.979218], [0.055386, -1.931119, 3.648200], [1.585834, -2.026753, 3.575494], [2.082816, -3.420633, 3.190358], [2.899178, -3.597463, 1.561201], [2.330755, -2.566310, 0.607414], [4.612683, -3.084132, 1.958398], [5.081420, -2.142311, 1.086256], [6.294586, -1.556725, 1.410744], [7.053538, -1.930099, 2.514336], [6.581049, -2.963026, 3.302327], [5.387761, -3.571653, 2.993269], [-2.268986, 0.688927, 2.182431], [-2.852537, -0.212450, 1.251590], [-4.147011, -0.025528, 0.919123], [-4.899980, 1.035992, 1.415029], [-4.344733, 1.884808, 2.360820], [-3.022239, 1.719463, 2.744555], [-1.547235, -0.566795, 4.299676], [0.137084, -0.068947, 4.805420], [-0.485626, -2.401657, 2.802342], [-0.189067, -2.511610, 4.547660], [1.989852, -1.813773, 4.586509], [1.961002, -1.280733, 2.874263], [1.195285, -4.039629, 3.164824], [2.789344, -3.810435, 3.988750], [4.441514, -1.765957, 0.276537], [6.664783, -0.699649, 0.892575], [7.977778, -1.358886, 2.757377], [7.113656, -3.191356, 4.237181], [5.070378, -4.395977, 3.626396], [-2.282101, -0.999194, 0.696864], [-4.580828, -0.752265, 0.225822], [-5.902187, 1.170848, 1.059846], [-4.874910, 2.755358, 2.697352], [-2.454415, 2.419377, 3.369079], [0.783216, 4.212742, 1.105345], [0.417285, 3.071264, 0.823363], [-0.730622, 2.701787, 1.222427], [1.114146, 2.286689, 0.167087], [0.379978, 2.456222, -3.245962], [-0.669995, 2.109213, -2.736008], [-0.867242, 1.249453, -1.780110], [-1.929694, 2.793890, -3.104872], [-1.849765, 3.934446, -3.903724], [-3.017102, 4.737258, -4.102823], [-4.175327, 4.308029, -3.451695], [-5.376786, 4.926522, -3.448748], [-6.330417, 4.002645, -2.775912], [-5.529388, 2.879672, -2.307050], [-4.225336, 3.114405, -2.735246], [-3.114997, 2.296742, -2.519749], [-0.863358, 4.238142, -4.350866], [-3.009284, 5.644352, -4.676877], [-7.032031, 3.644394, -3.578199], [-6.797233, 4.562689, -1.941211], [-3.090045, 1.299946, -2.071307]],
  "forces_ev_per_angstrom": [[-0.77, 0.36, 0.44], [-0.50, -0.88, -0.88], [1.09, 2.02, 2.67], [0.41, -0.77, -1.15], [0.01, -0.12, -1.01], [1.22, 0.12, -0.50], [-0.98, 0.31, 1.12], [0.51, 0.35, 0.00], [-0.22, -0.57, -0.66], [-0.48, -0.79, -0.34], [0.44, 0.14, 0.64], [0.44, 0.00, -0.35], [-0.56, -0.31, 0.20], [-0.53, -0.11, 0.34], [0.35, -0.42, -0.77], [-0.46, -0.04, 0.01], [-0.60, -0.12, 1.01], [0.97, -0.82, 0.53], [0.53, 1.24, 0.10], [-0.38, -0.48, 0.59], [0.28, 0.66, -0.09], [0.66, 0.18, 1.12], [-0.63, 0.17, -0.91], [0.81, -1.11, 1.34], [-1.24, -0.41, -0.32], [0.11, 1.09, -0.09], [0.81, 0.44, 0.17], [0.12, 0.50, -0.23], [0.93, 0.21, 0.85], [-0.37, -0.50, 0.70], [-0.74, -0.67, -0.73], [2.35, -0.14, 0.71], [-1.71, -0.25, -0.65], [0.36, -0.30, 0.42], [0.13, 0.13, -0.34], [1.14, -0.38, -0.16], [0.32, -0.25, 0.14], [-0.89, -0.58, -1.18], [0.56, 0.40, 0.17], [-0.30, -0.36, -0.15], [-0.19, 0.21, -0.53], [0.09, 0.06, -0.03], [0.07, -0.65, -0.26], [-0.71, 0.18, -1.11], [0.31, -0.10, 0.34], [-0.05, 0.31, -0.77], [-0.83, -0.61, -0.14], [-0.22, -0.30, -0.55], [-0.29, 0.15, -0.07], [-0.12, 0.83, 0.71], [-0.01, 0.44, 0.04], [-0.39, 0.17, -0.06], [-0.32, 0.19, 0.21], [-0.61, -0.04, -0.14], [0.59, -0.01, -0.16], [-1.42, 0.40, 0.43], [0.29, 0.17, -0.54], [0.72, 0.56, 0.00], [0.82, -0.14, -0.44], [-0.17, -1.19, 1.77], [0.76, 0.54, -1.07], [-0.44, 0.42, -0.35], [-0.68, 0.86, -0.25], [0.24, -1.25, 0.92], [1.58, -0.61, -0.23], [-2.03, -0.17, 0.57], [1.84, -0.18, -1.03], [-1.00, 1.14, -0.14], [0.58, -0.60, 0.05], [-0.73, 1.13, -1.18], [-1.17, -0.51, 0.68], [0.01, 0.25, -0.17], [0.33, 0.30, 0.95], [0.14, -0.53, -0.44], [-0.16, 0.66, 0.21]]
}

No. 2
{
  "formula": "C33H55N6RbSi2",
  "method": "wB97M-V/def2-TZVPD",
  "orbital_gap_ev": 3.94,
  "charge": -2,
  "max_force_ev_per_a": 0.68,
  "spin_multiplicity": 1,
  "elements": ["Rb", "C", "N", "C", "C", "C", "N", "C", "C", "H", "H", "H", "H", "H", "H", "H", "H", "H", "H", "H", "H", "H", "H", "H", "H", "C", "Si", "C", "C", "N", "C", "C", "C", "C", "C", "C", "N", "Si", "C", "C", "C", "H", "H", "H", "H", "H", "H", "H", "H", "H", "H", "H", "H", "H", "H", "H", "H", "H", "H", "H", "H", "H", "H", "C", "C", "C", "C", "C", "C", "C", "C", "C", "C", "N", "C", "C", "C", "C", "C", "N", "H", "H", "H", "H", "H", "H", "H", "H", "H", "H", "H", "H", "H", "H", "H", "H", "H"],
  "xyz": [[0.785987, -0.559457, -1.187870], [-2.564416, -1.370864, 0.451806], [-1.725625, -0.184814, 0.543842], [-1.769353, 0.375276, 1.878555], [-2.110759, 0.841263, -0.420460], [-2.002982, 0.405996, -1.888252], [-1.006846, 1.176283, -2.629174], [-0.638838, 0.497939, -3.865284], [-1.487431, 2.509951, -2.918187], [-3.638153, -1.118304, 0.536677], [-2.304256, -2.058741, 1.256807], [-2.386738, -1.899776, -0.486382], [-2.789714, 0.692903, 2.166464], [-1.109322, 1.242632, 1.940138], [-1.427923, -0.365978, 2.602337], [-1.445665, 1.696304, -0.268222], [-3.143687, 1.178520, -0.204934], [-2.984203, 0.508722, -2.372029], [-1.716136, -0.645809, -1.950294], [-1.447519, 0.535570, -4.615395], [-0.419724, -0.554922, -3.672213], [0.246062, 0.977311, -4.287801], [-2.386259, 2.490258, -3.562198], [-0.710014, 3.081644, -3.428107], [-1.738223, 3.030942, -1.992247], [1.918015, -4.772815, 1.654360], [1.906476, -3.264120, 0.457965], [1.382573, -1.857080, 1.635269], [3.781383, -2.988441, 0.082816], [0.868812, -3.224916, -0.847939], [0.819791, -4.136923, -1.872597], [1.738600, -5.201785, -1.961201], [1.750299, -6.145987, -2.984473], [0.814999, -6.035174, -3.996184], [-0.112628, -4.995481, -3.943572], [-0.188796, -4.044280, -2.908164], [-1.167438, -3.063370, -2.879736], [-2.562051, -3.195918, -3.789726], [-3.579277, -4.825389, -3.647103], [-2.425686, -2.950777, -5.700184], [-3.875443, -1.889093, -3.329882], [2.713016, -4.706456, 2.403917], [2.042776, -5.713356, 1.110606], [0.960092, -4.830685, 2.181934], [1.886648, -1.949038, 2.601579], [0.305476, -1.927777, 1.806520], [1.605769, -0.868286, 1.233054], [4.380412, -3.875695, 0.310090], [4.206515, -2.148875, 0.642251], [3.913706, -2.779917, -0.983693], [2.486338, -5.271841, -1.174762], [2.484914, -6.946277, -2.978602], [0.802209, -6.737733, -4.824520], [-0.828384, -4.913750, -4.756629], [-2.954873, -5.699063, -3.852459], [-4.436117, -4.850256, -4.328097], [-3.963443, -4.935111, -2.627238], [-2.087085, -3.857634, -6.210155], [-1.692113, -2.165881, -5.914363], [-3.378166, -2.651008, -6.150526], [-3.932897, -1.732315, -2.249769], [-4.860305, -2.226312, -3.668948], [-3.675469, -0.928649, -3.809333], [2.797688, 6.865648, -2.068655], [2.647398, 6.464069, -0.597502], [1.231406, 6.562485, -0.079338], [0.713191, 7.819733, 0.208313], [-0.546093, 7.978463, 0.761807], [-1.293762, 6.848254, 1.062930], [-0.814643, 5.575855, 0.797363], [-1.631226, 4.359137, 1.163893], [-2.988209, 4.298430, 0.458980], [0.449320, 5.411806, 0.181552], [0.925737, 4.143665, -0.075648], [1.295973, 3.808504, -1.262316], [1.972126, 2.631696, -1.670593], [2.322951, 2.366885, -3.017495], [3.110483, 1.225553, -2.994987], [3.213192, 0.871350, -1.632886], [2.526609, 1.691976, -0.839847], [3.851900, 6.889071, -2.353235], [2.369633, 7.854748, -2.248170], [2.284969, 6.153550, -2.715815], [3.281664, 7.121524, 0.005373], [3.016529, 5.447269, -0.466449], [1.324006, 8.695467, 0.006868], [-0.936367, 8.969706, 0.961605], [-2.269757, 6.961710, 1.524579], [-1.792369, 4.352455, 2.247038], [-1.045736, 3.476836, 0.916220], [-3.640290, 5.112118, 0.784093], [-3.491812, 3.353794, 0.673761], [-2.862664, 4.379521, -0.622277], [1.077971, 4.500390, -2.092590], [2.048774, 2.963222, -3.878471], [3.580464, 0.738443, -3.837239], [3.799457, 0.060770, -1.213324]],
  "forces_ev_per_angstrom": [[-0.42, -0.11, -0.21], [0.08, -0.03, -0.10], [-0.06, 0.09, -0.06], [0.08, -0.03, 0.03], [-0.08, 0.02, -0.03], [-0.14, 0.16, 0.02], [-0.19, 0.01, -0.16], [-0.02, 0.07, -0.09], [0.13, 0.02, 0.11], [0.00, 0.01, 0.02], [0.03, 0.00, 0.00], [0.00, -0.03, 0.01], [-0.01, 0.01, -0.03], [0.00, -0.01, 0.01], [0.01, 0.00, -0.01], [-0.03, 0.01, 0.02], [0.03, 0.01, 0.00], [0.01, -0.12, 0.02], [-0.24, -0.09, -0.11], [-0.03, -0.06, 0.03], [-0.08, -0.04, -0.08], [-0.01, 0.02, 0.00], [-0.01, -0.01, 0.01], [0.01, -0.01, 0.02], [0.03, 0.02, -0.03], [-0.23, -0.02, -0.27], [0.20, -0.19, 0.53], [0.12, -0.18, -0.10], [-0.16, 0.00, -0.13], [0.05, -0.49, 0.22], [0.20, -0.06, 0.18], [-0.06, 0.14, 0.00], [0.01, -0.08, -0.07], [0.10, -0.08, 0.01], [-0.02, 0.03, 0.02], [-0.21, 0.16, -0.14], [0.09, 0.03, 0.11], [-0.58, -0.10, -0.35], [0.29, 0.01, 0.18], [0.14, 0.03, 0.12], [0.12, -0.04, 0.03], [0.03, 0.10, -0.03], [0.02, 0.01, 0.01], [0.01, 0.00, -0.01], [0.06, 0.03, -0.02], [-0.01, 0.05, -0.04], [0.06, 0.11, 0.30], [-0.03, -0.01, 0.02], [-0.04, 0.00, 0.04], [0.00, 0.02, 0.02], [0.02, -0.06, -0.03], [0.01, 0.01, -0.03], [-0.02, 0.01, 0.00], [0.04, -0.02, 0.03], [-0.02, 0.01, 0.01], [0.03, 0.11, -0.06], [0.02, 0.01, 0.00], [-0.01, 0.03, 0.02], [-0.02, 0.00, -0.01], [-0.05, -0.01, 0.06], [-0.02, 0.03, -0.02], [0.04, -0.05, -0.05], [-0.01, 0.02, 0.02], [0.00, -0.02, 0.10], [-0.01, 0.02, -0.15], [-0.01, -0.16, 0.03], [-0.05, 0.06, 0.05], [0.00, 0.04, -0.06], [0.03, 0.06, 0.04], [0.11, -0.19, -0.05], [-0.07, 0.10, -0.05], [0.07, -0.01, 0.06], [-0.19, 0.56, -0.14], [0.24, -0.53, 0.14], [-0.44, 0.31, 0.11], [0.45, -0.29, -0.28], [-0.09, 0.22, 0.16], [0.18, -0.06, -0.07], [0.53, 0.29, -0.18], [0.10, 0.39, 0.29], [-0.02, -0.01, -0.04], [0.01, 0.00, -0.01], [0.03, 0.04, -0.03], [-0.02, 0.00, 0.03], [0.04, 0.03, 0.05], [0.01, -0.01, -0.01], [0.01, -0.02, 0.04], [-0.01, -0.03, -0.01], [0.02, -0.04, 0.00], [0.01, -0.02, 0.06], [-0.01, 0.02, -0.05], [-0.01, 0.04, -0.01], [-0.03, 0.00, 0.01], [-0.02, -0.06, 0.01], [-0.03, -0.01, 0.00], [-0.02, -0.06, 0.03], [-0.10, -0.08, -0.02]]
}

No. 3
{
  "formula": "C5H8N2",
  "method": "wB97M-V/def2-TZVPD",
  "orbital_gap_ev": 10.45,
  "charge": 0,
  "max_force_ev_per_a": 3.23,
  "spin_multiplicity": 1,
  "de_lowest_kcal_mol": 29.0,
  "elements": ["N", "C", "C", "C", "C", "C", "N", "H", "H", "H", "H", "H", "H", "H", "H"],
  "xyz": [[2.635004, -0.064241, -0.614288], [1.599433, 0.181485, -0.111401], [0.377882, 0.277213, 0.748057], [-0.758119, 1.230541, 0.264438], [-1.556654, 0.356626, -0.718322], [-1.071339, -1.036609, -0.459395], [-0.399839, -0.901002, 0.828283], [0.817277, 0.569666, 1.681993], [-1.341706, 1.598624, 1.062949], [-0.418539, 2.197024, -0.188297], [-2.648453, 0.504624, -0.409619], [-1.466819, 0.794618, -1.783550], [-1.818437, -1.774211, -0.163138], [-0.372995, -1.425566, -1.257425], [0.056305, -1.763616, 1.218858]],
  "forces_ev_per_angstrom": [[-2.88, 0.84, 1.19], [2.57, -0.96, -1.47], [-0.19, 1.31, -0.12], [1.94, 1.27, -1.60], [-2.09, 2.30, -0.80], [0.64, -1.81, 0.36], [1.03, -1.76, 0.98], [-0.19, 0.20, 0.83], [-0.60, -0.29, 1.28], [0.18, -0.97, 0.00], [1.32, -0.52, -0.70], [-0.02, -1.21, 1.58], [-0.44, -0.02, -1.20], [-0.77, 0.31, 0.56], [-0.50, 1.31, -0.89]]
}